C20H68N14O14 | ωB97M-V/def2-TZVPD

ORCA input file:
```
! wB97M-V def2-TZVPD RIJCOSX def2/J DEFGRID3
* xyz 0 1
C 1.51580 0.63033 4.02191
C 0.22680 -0.23767 3.80391
O -0.86520 0.62433 3.61991
H 1.99280 0.93433 3.14591
H 2.16380 -0.12567 4.48691
H 1.24580 1.39033 4.82591
H -0.03620 -0.99467 4.52591
H 0.26080 -0.79867 2.89991
H -1.04020 0.73933 2.69791
C 3.94280 0.94733 -1.67509
C 4.19280 2.32633 -1.06909
O 3.31980 3.29433 -1.62909
H 4.35680 0.74333 -2.61109
H 2.86580 0.71433 -1.80409
H 4.21880 0.22933 -1.01409
H 5.17280 2.64733 -1.24509
H 4.08780 2.24433 -0.03709
H 3.53780 3.50333 -2.53009
C -0.43820 -4.77667 -0.86809
C 0.16880 -3.69467 -1.76009
O -0.77620 -2.97467 -2.42809
H 0.23080 -5.42367 -0.36209
H -1.19120 -5.32567 -1.46209
H -0.99720 -4.24067 -0.06509
H 0.68080 -4.29867 -2.49409
H 0.88580 -3.09267 -1.17809
H -0.61420 -3.07967 -3.38009
C 1.57980 -3.50267 1.68991
C 2.10680 -3.09867 3.04291
O 1.19080 -3.42567 4.04591
H 0.63280 -3.17467 1.39791
H 1.60780 -4.58967 1.62691
H 2.26780 -3.35467 0.87691
H 2.40280 -2.07067 2.96291
H 3.04980 -3.58967 3.18991
H 1.52580 -3.09267 4.85591
C 1.85380 5.03333 3.38091
C 0.85680 4.26733 2.53891
O 1.64980 3.50833 1.69791
H 2.67480 4.42133 3.80391
H 1.34780 5.48933 4.21391
H 2.35880 5.87933 2.88491
H 0.22980 4.91333 1.90891
H 0.27780 3.58733 3.21991
H 1.14480 3.46833 0.87691
C 2.13880 1.73233 -4.49609
C 1.02980 0.66333 -4.53709
O 1.17280 -0.29467 -3.52909
H 1.88380 2.29633 -3.54409
H 2.14480 2.52133 -5.27509
H 3.09080 1.28533 -4.54709
H 0.92180 0.12033 -5.40309
H 0.08180 1.14733 -4.30209
H 1.04580 -1.12167 -3.91709
C -2.64620 0.08133 -4.18309
O -2.53320 1.33133 -4.79109
N -1.85220 -0.37667 -3.25009
N -3.57020 -0.70467 -4.31509
H -1.04720 0.15433 -3.00109
H -1.87420 -1.35467 -2.95009
H -4.38520 -0.54067 -4.92809
H -3.58520 -1.68567 -3.90809
C -2.40520 -1.95467 2.95391
O -2.35620 -1.88767 4.35291
N -1.78620 -2.79867 2.26091
N -3.27920 -1.23567 2.27091
H -1.22420 -3.48867 2.80091
H -1.94020 -2.93367 1.26591
H -3.88420 -0.78367 2.98291
H -3.88720 -1.83967 1.67591
C -0.05320 3.03533 -1.83409
O -1.05820 2.09333 -1.98509
N 0.79180 3.00533 -0.85709
N 0.12480 4.02333 -2.63709
H 0.92480 2.09733 -0.29009
H 1.71380 3.47033 -1.03309
H -0.48920 3.88933 -3.40209
H 1.00980 4.57333 -2.81609
C -4.81220 0.21133 -0.90309
O -5.41120 0.31933 0.31791
N -5.44920 0.18333 -1.99509
N -3.48820 0.18933 -0.96209
H -6.44420 0.26133 -1.98909
H -4.89420 -0.10367 -2.78509
H -3.05920 0.74533 -0.17509
H -2.88320 0.22433 -1.79309
C 4.53480 -0.28767 1.44691
O 3.21480 0.10833 1.17191
N 5.47480 0.49333 1.75291
N 4.83680 -1.56967 1.22791
H 5.17680 1.41333 1.87391
H 6.45180 0.26833 1.94291
H 4.13780 -2.05867 0.66591
H 5.76580 -1.92267 1.19491
C -3.73320 -3.18067 0.05791
O -3.51720 -4.50067 0.40891
N -2.86120 -2.38667 -0.54109
N -4.79620 -2.57567 0.48691
H -1.91720 -2.57067 -0.97309
H -3.10220 -1.42267 -0.69409
H -5.45620 -3.12367 1.02291
H -5.17720 -1.65667 0.19691
C -2.52120 2.24033 1.33791
O -3.70620 2.51033 1.95691
N -1.67920 3.15333 1.09491
N -1.99720 1.06133 1.11291
H -1.89820 4.06933 1.47091
H -1.11220 3.13533 0.21291
H -2.51920 0.23033 1.55691
H -1.01520 0.92033 0.83291
C 0.06880 -0.40267 -0.19609
O 0.63580 0.68733 0.55691
H 0.78280 -0.80867 -0.85209
H -0.74420 -0.09667 -0.90209
H -0.39320 -1.19267 0.43791
H 1.42180 0.34133 0.95791
*
```

Results
Frontier orbital gap (eV): 7.433
HOMO (eV): -7.92
Lowest unoccupied orbital energy (eV): -0.5
ΔE to the lowest compared entry with this formula, charge and spin (kcal per mole): 279.2
F_max (Eh/bohr): 0.245
Calculated total energy (a.u.): -2622.57376

---

C20H68O24 | ωB97M-V/def2-TZVPD

ORCA input file:
```
! wB97M-V def2-TZVPD RIJCOSX def2/J DEFGRID3
* xyz 0 1
O -17.51468 -5.36111 -3.51803
H -18.17669 -4.74325 -3.89606
H -17.14962 -4.93924 -2.73338
O -15.58084 0.09327 -7.08825
H -15.32197 0.98070 -6.81560
H -15.67413 0.14870 -8.04310
O -18.38413 -3.57799 -7.63431
H -17.83893 -4.38035 -7.68060
H -17.75129 -2.84671 -7.47108
O -20.97925 -4.74355 -8.34304
H -21.55356 -4.45305 -7.61536
H -20.18674 -4.19161 -8.21082
C -12.91480 -0.67914 -2.20184
C -14.25310 -0.69851 -2.94364
O -14.60524 -1.95690 -3.44350
O -11.79885 -0.81952 -3.10555
H -12.89591 -1.46380 -1.44144
H -12.84901 0.29751 -1.71414
H -14.26760 0.00804 -3.79237
H -14.98616 -0.30672 -2.23589
H -13.88433 -2.21554 -4.06406
H -11.63090 0.07081 -3.44783
C -22.47896 -2.44458 -5.27339
C -22.27500 -3.11196 -3.86849
O -23.57378 -3.40827 -3.47242
O -22.62950 -3.33152 -6.34581
H -21.68839 -1.72206 -5.48823
H -23.40934 -1.90365 -5.07521
H -21.76531 -2.32897 -3.28663
H -21.74577 -4.09645 -3.83396
H -23.56228 -3.71957 -2.56717
H -22.51701 -2.85499 -7.18074
C -13.20097 -3.57109 -6.56681
C -14.68915 -3.84362 -6.46493
O -15.46244 -2.82202 -7.13065
O -13.00765 -2.45611 -5.58919
H -12.87861 -3.22734 -7.54684
H -12.61863 -4.42317 -6.21058
H -14.97021 -4.00318 -5.41832
H -14.91738 -4.74168 -7.01650
H -15.26774 -1.94707 -6.74519
H -12.05616 -2.32486 -5.46616
C -19.78592 -1.56376 0.09224
C -18.91040 -0.36851 -0.06146
O -19.65942 0.66178 -0.76874
O -18.98744 -2.59196 0.63485
H -20.05605 -1.85163 -0.92783
H -20.69350 -1.29932 0.65064
H -17.93693 -0.53266 -0.53195
H -18.73159 -0.02535 0.95779
H -19.13884 1.46708 -0.65371
H -19.14657 -3.34553 0.06640
C -21.24061 0.36566 -9.09036
C -19.87740 -0.44991 -9.24710
O -18.77827 0.18543 -8.56030
O -21.88319 0.21707 -7.84950
H -21.86175 -0.05577 -9.88808
H -21.13639 1.43265 -9.33515
H -19.73146 -0.37830 -10.32734
H -19.87473 -1.51847 -8.95782
H -18.83260 -0.16194 -7.65134
H -21.27095 0.60098 -7.19402
C -22.88169 0.57107 -1.51378
C -22.40678 0.60838 -2.95500
O -21.12629 0.02165 -3.11486
O -22.32350 1.47046 -0.59200
H -22.69425 -0.48229 -1.24492
H -23.97586 0.67839 -1.41609
H -22.30476 1.66601 -3.27255
H -23.13132 0.07109 -3.57530
H -20.61360 0.23172 -2.32014
H -21.47017 1.18879 -0.25015
C -21.28999 -7.51877 -5.32813
C -19.95700 -6.82032 -5.15403
O -19.14652 -7.04095 -6.28568
O -21.08686 -8.92411 -5.22555
H -21.71596 -7.23916 -6.30192
H -21.96364 -7.21020 -4.51814
H -19.45058 -7.23138 -4.27053
H -20.12586 -5.73613 -5.06292
H -18.25722 -7.08176 -5.94519
H -21.88780 -9.36198 -5.50771
C -19.81187 2.61321 -5.37110
C -18.50638 2.60464 -4.48913
O -18.70557 2.13249 -3.25294
O -20.17395 1.28886 -5.64995
H -19.67156 3.17400 -6.29564
H -20.64619 3.05207 -4.80159
H -18.20131 3.67729 -4.35177
H -17.73965 2.00203 -5.01376
H -17.89550 2.26247 -2.75311
H -20.69984 0.97399 -4.89229
C -16.45754 -1.96365 -10.53386
C -16.19002 -0.47529 -10.88498
O -16.22408 0.31574 -9.65826
O -15.32324 -2.60117 -9.96229
H -16.56150 -2.46779 -11.50775
H -17.38314 -2.10105 -9.94903
H -17.01995 -0.12275 -11.49508
H -15.26348 -0.33535 -11.45080
H -17.17030 0.49485 -9.52563
H -15.30561 -2.48861 -8.99188
C -18.80757 -2.06431 -4.21197
C -17.57992 -1.44912 -4.76948
O -17.87940 -1.16912 -6.15071
O -19.15318 -3.34408 -4.77841
H -19.57972 -1.32045 -4.48397
H -18.76766 -2.12869 -3.12254
H -16.65881 -2.04149 -4.66004
H -17.43361 -0.54504 -4.14756
H -17.11833 -0.68235 -6.51425
H -18.99648 -3.27258 -5.74318
*
```

Results
Frontier orbital gap (eV): 9.122
HOMO (eV): -9.51
Lowest unoccupied orbital energy (eV): -0.4
ΔE to the lowest compared entry with this formula, charge and spin (kcal per mole): 11.4
F_max (Eh/bohr): 0.081
Calculated total energy (a.u.): -2608.42033